1.
The following is a DFT calculation (wB97M-V/def2-TZVPD) of a molecular structure, C10H12Cl3O3PtS3Sb.

Spin multiplicity: 6
Relative energy (zero: lowest compared OMol25 entry of this formula, charge and spin): 0.0 kJ/mol
Total charge: +1
Kohn-Sham gap (spin up / spin down): 7.8 / 6.4 eV
HOMO energy (spin up / spin down): -10.925 / -12.103 eV

Last column: Mulliken charge in e.
Element x y z (Å)
Pt 0.03048 -0.18528 -0.55262  1.645
Cl 6.50254 3.40750 -2.23887  -0.135
C 4.96169 2.91188 -1.71376  0.573
C 4.83779 1.67891 -1.05110  -0.770
C 3.60964 1.26498 -0.63102  0.826
Cl 3.45396 -0.18981 0.25478  -0.111
C 2.41526 2.06021 -0.86847  -0.793
O 1.26150 1.71203 -0.55334  -0.700
C 2.62639 3.34586 -1.52090  0.603
Cl 1.25448 4.31979 -1.78305  -0.139
C 3.86140 3.74778 -1.94038  -0.700
H 5.71597 1.07707 -0.86676  0.473
H 3.99137 4.69498 -2.44352  0.468
S 1.56521 -1.01027 -2.56391  -0.188
Sb -0.50695 -2.08698 -3.13816  0.511
S -0.73324 -2.31199 -0.68853  -0.279
S -0.93918 0.24479 -2.88647  -0.266
C -2.71570 1.06103 0.57716  -0.813
O -1.31393 1.35114 0.57038  -0.336
C -0.77587 1.68934 1.85213  -0.716
C -0.40151 0.45444 2.63346  -0.474
O 0.60256 -0.22715 1.89523  -0.064
C 0.95381 -1.47933 2.47323  -0.937
H -3.26204 1.92731 0.95210  0.317
H -2.93879 0.18549 1.19005  0.321
H -3.00057 0.86463 -0.45262  0.247
H -1.49836 2.29505 2.40304  0.532
H 0.11282 2.28678 1.65276  0.168
H -1.26635 -0.20221 2.78559  0.372
H -0.01580 0.74288 3.61684  0.411
H 1.36544 -1.33178 3.47381  0.304
H 1.70523 -1.93390 1.83228  0.291
H 0.08374 -2.13938 2.53124  0.358

2.
The following is a DFT calculation (wB97M-V/def2-TZVPD) of a single C12H11Cl5O2S molecule.

SMILES: CC1(C)OC[C@H](CSc2c(Cl)c(Cl)c(Cl)c(Cl)c2Cl)O1
Total charge: 0
Kohn-Sham gap: 9.0 eV
HOMO energy: -8.983 eV

Last column: Mulliken charge in e.
Element x y z (Å)
C 2.91500 0.59511 -2.32229  -1.476
C 2.62573 -0.05216 -0.95371  1.283
C 3.77512 0.12788 0.01833  -1.384
O 2.45999 -1.47214 -1.06050  -0.456
C 1.43625 -1.82748 -0.12946  -0.717
C 0.50502 -0.64327 -0.15100  0.258
C -0.46352 -0.80759 -1.31053  -0.894
S -1.63252 0.63085 -1.48789  -0.056
C -2.41259 0.64997 0.08446  -0.440
C -3.37561 -0.34177 0.39818  0.139
Cl -3.76296 -1.61505 -0.74790  -0.152
C -4.05169 -0.27154 1.64960  0.348
Cl -5.11499 -1.54804 2.06163  -0.174
C -3.75330 0.74555 2.54540  0.009
Cl -4.59617 0.86044 4.08321  -0.166
C -2.88534 1.77605 2.17667  0.452
Cl -2.60641 3.08167 3.29173  -0.166
C -2.21763 1.72975 0.95520  0.131
Cl -1.16016 3.06995 0.47770  -0.150
O 1.39093 0.46634 -0.40233  -0.353
H 3.92799 0.35707 -2.65493  0.392
H 2.21455 0.17665 -3.02873  0.341
H 2.77955 1.69864 -2.24362  0.291
H 4.73132 -0.14744 -0.44565  0.351
H 3.78902 1.17293 0.39299  0.298
H 3.61763 -0.49940 0.90631  0.302
H 1.85771 -1.96539 0.85795  0.281
H 0.93359 -2.79199 -0.44676  0.382
H 0.00076 -0.52533 0.79447  0.516
H 0.08344 -0.90631 -2.25165  0.464
H -1.01070 -1.72397 -1.05690  0.346

3.
The following is a DFT calculation (wB97M-V/def2-TZVPD) of 2 unconnected molecules or ions with the total composition C4H14N3.

Relative energy (zero: lowest compared OMol25 entry of this formula, charge and spin): 695.7 kJ/mol
Total charge: +1
Kohn-Sham gap: 4.0 eV
HOMO energy: -11.972 eV

Last column: Mulliken charge in e.
Element x y z (Å)
N 1.62512 -0.21197 -0.49776  -0.343
C 1.94834 -1.06140 -1.62862  0.007
N 2.06024 -0.42977 -2.94778  -0.444
H 2.82480 -0.86482 -1.04230  0.257
H 1.75449 -0.67293 0.37285  0.320
H 1.63030 -2.14558 -1.69388  0.401
H 1.84599 -1.04949 -3.73957  0.316
H 1.46249 0.37154 -2.95588  0.280
C -0.46648 1.48031 1.47828  -0.703
N -1.18640 0.18155 1.46193  -0.118
C -2.46087 0.21821 2.19865  -0.900
C -1.33768 -0.19479 0.01179  -0.726
H -0.24444 1.73281 2.47316  0.358
H -0.99985 2.39643 1.06017  0.271
H 0.44284 1.27122 0.84977  0.197
H -2.80397 -0.81786 2.09017  0.334
H -2.21655 0.41874 3.25671  0.313
H -3.24160 0.98690 1.88460  0.312
H -1.38586 -1.33456 -0.02936  0.328
H -0.42898 0.11040 -0.48929  0.196
H -2.23216 0.16459 -0.51253  0.343